Record 1
Molecular formula: C34H91N5O12
Method: DFT, ωB97M-V with the def2-TZVPD basis set

* LUMO: 0.0181 Ha
* HOMO-LUMO gap: 9.4 eV
* E_HOMO: -8.90 eV
* SMILES: COC[C@H](C)N.COC[C@H](C)N.COCCNCCOC.COCCNCCOC.COCCNCCOC.CCO.CCO.CCO.CCO

Atoms and positions in Å:
C 0.795 8.528 0.630
O -0.308 7.635 0.584
C 0.061 6.457 -0.106
C -1.091 5.470 -0.017
C -1.447 5.164 1.437
N -0.807 4.271 -0.798
H 1.214 8.693 -0.367
H 1.583 8.144 1.287
H 0.444 9.471 1.047
H 0.337 6.633 -1.154
H 0.960 5.981 0.318
H -1.955 5.973 -0.467
H -1.693 6.067 1.993
H -0.664 4.567 1.912
H -2.351 4.549 1.505
H -0.116 3.726 -0.281
H -1.642 3.680 -0.748
C 2.892 -4.811 5.420
O 3.460 -3.526 5.405
C 3.559 -3.015 4.090
C 2.211 -2.497 3.574
C 2.310 -2.229 2.077
N 1.939 -1.219 4.278
H 1.874 -4.922 5.038
H 2.855 -5.228 6.428
H 3.555 -5.499 4.881
H 4.264 -2.183 4.146
H 4.015 -3.747 3.415
H 1.385 -3.189 3.750
H 2.824 -3.028 1.533
H 2.879 -1.319 1.865
H 1.374 -2.084 1.532
H 0.929 -1.122 4.354
H 2.268 -1.347 5.235
C -0.251 0.226 -3.416
O -1.375 0.250 -2.544
C -2.130 1.415 -2.778
C -3.324 1.496 -1.842
N -2.915 1.800 -0.470
C -4.023 2.192 0.396
C -4.939 1.061 0.840
O -4.224 0.101 1.578
C -4.929 -1.114 1.677
H 0.296 -0.699 -3.226
H 0.436 1.034 -3.153
H -0.590 0.251 -4.452
H -2.509 1.419 -3.809
H -1.534 2.319 -2.617
H -3.865 0.539 -1.871
H -3.988 2.283 -2.205
H -2.373 1.021 -0.119
H -4.570 2.963 -0.146
H -3.604 2.652 1.293
H -5.421 0.590 -0.025
H -5.741 1.493 1.450
H -5.147 -1.477 0.668
H -5.848 -1.023 2.271
H -4.335 -1.875 2.183
C -5.620 -4.141 4.604
O -5.170 -4.484 3.313
C -6.229 -5.009 2.532
C -5.745 -5.308 1.127
N -5.171 -4.167 0.443
C -4.602 -4.497 -0.859
C -3.654 -3.395 -1.317
O -2.674 -3.175 -0.341
C -1.818 -2.098 -0.639
H -6.178 -4.956 5.078
H -6.277 -3.264 4.572
H -4.744 -3.917 5.210
H -7.087 -4.329 2.558
H -6.533 -5.979 2.948
H -6.617 -5.604 0.529
H -5.078 -6.183 1.206
H -4.437 -3.854 1.080
H -5.452 -4.559 -1.541
H -4.055 -5.446 -0.767
H -4.279 -2.498 -1.440
H -3.199 -3.681 -2.271
H -0.890 -2.243 -0.084
H -2.268 -1.159 -0.297
H -1.568 -1.988 -1.695
C 8.166 -4.389 -6.228
O 7.322 -3.384 -6.762
C 5.968 -3.714 -6.991
C 5.190 -3.938 -5.701
N 4.774 -2.707 -5.041
C 3.925 -3.025 -3.867
C 3.376 -1.760 -3.244
O 4.450 -0.953 -2.764
C 3.955 0.081 -1.945
H 7.612 -5.034 -5.550
H 9.030 -3.936 -5.747
H 8.572 -4.944 -7.081
H 5.875 -4.602 -7.629
H 5.513 -2.883 -7.527
H 5.730 -4.584 -4.998
H 4.300 -4.511 -5.985
H 5.581 -2.250 -4.625
H 4.572 -3.535 -3.145
H 3.082 -3.610 -4.232
H 2.819 -2.093 -2.359
H 2.782 -1.152 -3.926
H 3.141 0.611 -2.459
H 4.741 0.822 -1.821
H 3.559 -0.287 -0.995
C -0.980 1.310 3.175
C -1.477 1.686 4.556
O -2.404 0.710 5.035
H -1.831 1.110 2.520
H -0.336 0.430 3.177
H -0.347 2.096 2.762
H -1.894 2.695 4.627
H -0.633 1.674 5.251
H -3.259 0.864 4.622
C 0.573 0.750 0.207
C 1.562 1.880 -0.011
O 1.498 2.789 1.071
H -0.438 1.089 0.435
H 0.860 0.205 1.114
H 0.519 0.024 -0.607
H 1.345 2.352 -0.969
H 2.548 1.406 0.006
H 1.804 2.337 1.892
C 0.031 4.636 -5.747
C -0.650 4.699 -4.383
O 0.253 4.127 -3.454
H 0.200 3.577 -5.971
H 1.030 5.064 -5.692
H -0.556 5.023 -6.579
H -1.614 4.171 -4.371
H -0.866 5.736 -4.090
H -0.170 4.191 -2.563
C 3.594 3.434 4.143
C 3.192 1.995 4.351
O 2.546 1.473 3.182
H 4.323 3.529 3.340
H 3.990 3.836 5.077
H 2.746 4.074 3.886
H 2.579 1.836 5.243
H 4.106 1.422 4.550
H 2.460 0.523 3.408

***

Record 2
Molecular formula: C33H39BN9Re
Method: DFT, ωB97M-V with the def2-TZVPD basis set

* <S²>: 0.78
* LUMO (alpha / beta): -0.4333 / -0.4279 Ha
* HOMO-LUMO gap (alpha / beta): 3.8 / 4.0 eV
* total charge: +3
* E_HOMO (alpha / beta): -15.63 / -15.63 eV
* spin multiplicity: 2

Atoms and positions in Å:
Re -0.597 -0.074 2.042
C -1.306 1.414 5.341
C -1.747 0.641 4.140
C -2.247 1.345 3.009
C -2.900 0.676 1.950
C -2.920 -0.721 1.919
C -2.304 -1.444 2.973
C -1.799 -0.766 4.097
H -2.133 2.053 5.661
H -0.469 2.073 5.106
H -1.042 0.766 6.171
H -2.221 2.424 3.029
H -3.340 1.225 1.129
H -3.368 -1.212 1.067
H -2.308 -2.524 2.975
H -1.462 -1.336 4.952
C -1.587 3.466 0.896
C -0.552 2.591 0.271
C 0.177 2.991 -0.809
C 1.154 2.008 -1.042
C 2.229 1.996 -2.064
N 0.990 1.060 -0.130
N -0.066 1.355 0.704
B 1.882 -0.135 0.196
N 2.273 -0.026 1.689
N 1.290 -0.135 2.661
C 1.977 -0.199 3.885
C 1.378 -0.386 5.231
C 3.307 -0.085 3.645
C 3.471 0.023 2.247
C 4.740 0.154 1.490
N 1.071 -1.408 0.027
N -0.121 -1.574 0.693
C -0.596 -2.813 0.315
C -1.848 -3.539 0.694
C 0.308 -3.388 -0.545
C 1.347 -2.480 -0.719
C 2.555 -2.611 -1.576
H -1.656 4.365 0.287
H -1.288 3.795 1.891
H -2.589 3.045 0.924
H 0.055 3.909 -1.358
H 2.106 2.841 -2.737
H 2.201 1.077 -2.653
H 3.210 2.068 -1.591
H 2.858 -0.148 -0.478
H 0.441 -0.925 5.211
H 1.246 0.569 5.738
H 2.071 -0.972 5.834
H 4.097 -0.097 4.378
H 5.565 0.332 2.175
H 4.689 0.973 0.773
H 4.947 -0.763 0.934
H -2.713 -2.935 0.924
H -1.652 -4.214 1.531
H -2.130 -4.163 -0.152
H 0.209 -4.352 -1.016
H 2.465 -3.502 -2.192
H 3.456 -2.709 -0.969
H 2.675 -1.747 -2.229
C -4.048 -0.999 -2.515
C -3.550 -0.321 -1.419
N -2.241 -0.126 -1.201
C -1.407 -0.570 -2.134
C -1.796 -1.241 -3.290
C -3.151 -1.484 -3.458
C -0.796 -1.711 -4.272
C 0.135 -0.996 -4.906
C 0.350 0.468 -4.889
C 1.400 1.013 -5.617
C 1.547 2.392 -5.592
N 0.715 3.180 -4.915
C -0.276 2.561 -4.280
N -0.492 1.256 -4.209
H -5.113 -1.136 -2.636
H -4.246 0.092 -0.692
H -0.350 -0.380 -1.975
H -3.509 -2.019 -4.330
H -0.856 -2.765 -4.527
H 0.778 -1.529 -5.597
H 2.068 0.390 -6.197
H 2.352 2.879 -6.131
H -0.990 3.197 -3.765